No. 1
Computed, not measured: a 10-piece molecular cluster, C22H60O12S9 overall in a non-equilibrium geometry, with wB97M-V/def2-TZVPD.

## Properties
Calculated total energy   -5360.43139 hartree
Relative energy (zero: lowest compared OMol25 entry of this formula, charge and spin)   12.59 kcal per mole
Strongest force on any atom   3.19 eV/Å
Lowest unoccupied orbital energy   -0.4 eV
Frontier orbital gap   7.81 eV
Total charge   0

```
103
Properties=species:S:1:pos:R:3:forces:R:3
C 3.299138 2.206111 -4.015386 -1.0 -0.8 -0.3
H -1.258863 -0.356142 -2.294714 0.1 0.2 0.6
H -4.141013 -3.095160 0.658037 -0.1 -0.4 -0.3
H -4.831950 0.050405 -3.601264 0.0 0.1 0.1
H 0.578014 0.512175 1.462864 0.1 0.7 -0.5
H -0.414394 3.018088 -0.040225 -0.1 0.1 0.1
H 1.865541 -5.127698 -2.762062 0.4 0.0 0.0
O 2.148417 0.502398 -1.057960 -1.0 -0.3 -0.3
H 4.514699 3.522546 0.357559 0.3 0.4 -0.3
H 0.871205 1.926754 -5.562827 -0.1 -0.2 -0.1
H -1.973604 -5.026982 5.532622 0.1 0.2 -0.3
C 3.530042 3.286601 -0.046039 0.9 0.4 0.7
C 2.979719 6.021877 0.037128 0.9 -1.0 0.2
H 0.204401 4.361802 -0.989826 -0.3 0.3 0.0
H 4.331046 -1.292058 -2.201682 -0.3 -0.3 0.6
H 2.153257 1.274769 -6.673742 -0.2 -0.2 0.1
S 0.660419 0.759906 -1.008833 -0.2 -0.3 0.5
C 2.307709 -2.529097 3.718712 0.6 -1.2 -0.7
C -0.638005 0.664727 4.668569 0.2 0.4 0.5
O 4.129079 3.417856 -6.186120 -2.2 -0.6 0.3
C -3.286329 -2.548652 0.259351 -0.2 -0.7 -0.6
H -0.450940 4.638528 0.698198 0.0 0.1 -0.2
C 3.215016 -2.051255 1.688293 2.2 2.0 -1.0
H -6.422933 1.164725 -1.861894 -0.1 -0.4 0.1
H 3.971303 6.018885 0.489732 0.1 -0.1 0.1
O 4.129399 -4.275136 -1.432030 -1.7 1.4 -0.7
C -0.532649 4.083730 -0.236479 -0.9 -0.8 0.0
C -2.593797 -4.010285 -2.126496 -0.4 0.9 0.7
H -3.351467 -0.756125 -3.037957 0.1 0.3 0.2
H -3.366153 0.281385 3.842795 -0.3 -0.2 0.1
H -1.174311 0.113879 5.441261 -0.6 -0.2 -0.6
H -0.060216 0.062428 3.967508 -0.3 -0.2 0.0
C 0.017234 0.119112 0.614855 0.1 -0.3 -0.5
H 2.611863 -1.155588 -2.670320 0.1 -0.1 0.1
H 0.706960 -3.870698 -2.637370 0.2 0.6 0.6
H -2.414703 -0.138432 2.438451 0.2 0.5 -0.2
H 0.186897 -1.395657 -1.854115 -0.6 -0.2 0.2
H -3.633443 1.224537 2.372845 0.4 0.1 -0.1
C -2.554691 -4.170393 5.874246 0.5 0.8 0.6
C -0.175888 -0.424976 -2.192147 1.3 -0.5 0.4
S -1.738405 -2.535364 5.514877 -2.1 -0.1 -0.5
H -5.970041 2.258311 -0.601856 0.2 -0.4 0.6
H 4.782951 -0.382687 1.726900 0.0 -0.6 0.6
H -3.585238 -4.201320 5.520527 0.1 0.2 0.0
H 3.783132 -2.177626 -3.581132 -0.2 -0.1 -0.1
H 3.663009 1.222366 -4.311911 -0.2 -0.1 -0.3
O -2.735137 -1.467716 6.015126 1.4 -1.6 -1.0
H 2.940195 3.206650 0.867073 -0.7 0.0 -0.3
S -2.221577 4.399008 -0.910076 0.9 -0.2 1.0
H -2.514071 -4.177198 6.963461 -0.3 -0.1 0.0
H 0.267218 -0.347618 -3.185011 0.1 0.8 0.0
O -2.259914 5.879014 -0.913697 -0.6 0.4 -0.2
H -4.881932 -1.012935 -2.150260 0.0 -0.1 -0.2
H 4.344424 -3.912681 1.650566 0.2 0.0 0.3
H 1.125004 2.630387 -7.169368 0.3 0.4 0.2
H 0.086512 1.187796 5.292731 0.1 0.6 -0.4
O 1.528058 -2.587144 4.643415 1.4 0.4 -1.6
H -1.351418 -1.837226 3.245679 0.4 -0.1 0.2
H -1.513645 -3.590093 3.217139 0.1 -0.1 0.5
O -0.676447 -3.109954 -0.430641 -1.3 -0.5 -0.2
C 1.765088 -4.044647 -2.832817 0.0 -0.2 -0.4
S -4.027744 1.168151 -1.564649 0.8 -0.8 1.0
H -3.644689 -1.883310 -0.526140 0.4 0.1 0.2
H 2.386528 2.112901 -3.426690 0.1 -0.2 0.3
H -5.737573 0.400366 -0.314333 -0.8 0.3 0.3
H -3.015603 4.254922 1.489656 0.1 0.5 -0.3
S -2.034431 -3.789773 -0.387455 0.8 0.5 0.6
H 1.947813 -3.695064 -3.848938 0.3 -0.2 0.0
O 2.455633 -1.548676 2.787998 -0.9 0.1 1.2
H -3.607469 -4.410136 -2.100002 0.0 -0.1 0.0
H -2.994173 2.720310 0.696272 0.9 -0.1 -0.3
S -1.624257 1.878763 3.718713 -0.2 -1.5 -1.3
H 4.562298 -1.081230 0.152543 0.1 -0.8 0.1
H 4.941841 -2.662375 2.887929 0.4 0.0 -0.6
S 2.982336 4.610809 -1.177408 0.9 0.7 -0.8
H 2.258240 5.782264 0.818258 -0.2 0.2 -0.2
H 4.094413 2.624966 -3.398781 -0.3 0.8 -0.5
O 3.202466 -3.535700 3.358461 -1.2 -0.4 1.6
O -3.258288 0.685709 -0.302904 -1.3 0.3 -2.2
H 0.065504 -0.958221 0.773363 -0.1 -0.2 -0.8
H -1.010389 0.480678 0.651604 0.0 0.0 0.1
H 3.640846 2.317289 -0.532109 -0.6 0.2 -0.3
C 1.619588 2.157312 -6.321020 0.7 -0.7 0.3
H -4.255021 3.682282 0.324840 -0.1 1.0 -0.4
C -1.906566 -2.676830 3.663974 0.2 0.9 -0.1
H 3.410968 -0.060860 0.757037 -0.5 -0.1 0.2
S 2.797565 3.223697 -5.442850 2.8 1.6 -0.1
C 3.467933 -1.826482 -2.598562 -0.1 -1.0 -0.5
H 2.509348 -2.397693 0.933233 0.2 -0.4 0.1
H -1.931631 -4.676827 -2.679082 0.1 0.1 0.3
C -5.778945 1.256814 -0.987309 1.2 0.0 -1.1
H -2.625113 -3.013120 -2.565571 0.1 -0.1 -0.2
C 4.109217 -3.098390 2.335913 -1.7 0.4 0.3
S 2.933777 -3.323115 -1.612148 1.3 -0.2 0.3
O -0.752323 2.192378 2.539832 0.1 0.7 0.4
C -4.289565 -0.299224 -2.722807 -0.1 0.6 1.0
C -3.187797 3.779093 0.524230 0.0 -1.0 0.3
H 2.870627 7.015247 -0.398085 -0.5 -0.4 -0.4
O 4.110121 4.869690 -2.171825 -1.2 -0.4 1.4
H -2.907872 -2.492196 3.274897 -0.4 -0.3 0.7
C 4.048602 -0.878834 1.092347 -0.7 0.6 -0.5
C -2.881199 0.697479 2.959738 0.2 0.2 1.8
H -2.918790 -2.011276 1.133563 0.6 0.1 -0.5
```
Positions in Å, forces in eV/Å.

=====

No. 2
Computed, not measured: a 7-piece molecular cluster, C22H61BNO18PS6 overall, with wB97M-V/def2-TZVPD.

## Properties
Calculated total energy   -5039.11500 hartree
Strongest force on any atom   0.20 eV/Å
SMILES string   CCOS(C)(=O)=O.CCOS(C)(=O)=O.CCOS(C)(=O)=O.CCOS(C)(=O)=O.CCOS(C)(=O)=O.CCOS(C)(=O)=O.CCCCB[PH2]=N
Lowest unoccupied orbital energy   0.4 eV
Frontier orbital gap   8.17 eV
Total charge   0

```
110
Properties=species:S:1:pos:R:3:forces:R:3
H -12.333043 3.998496 -0.809180 0.0 0.0 0.0
H -1.293758 6.704975 -5.227969 0.0 0.0 0.0
H -12.815148 6.702826 2.798808 0.0 0.0 0.0
H 5.502763 -2.454227 -2.273612 -0.1 0.0 0.1
O 7.985706 -2.630665 2.287880 0.0 -0.1 0.0
H 5.180435 -7.324878 -2.629724 0.0 -0.1 0.0
H 4.527771 -3.310793 -1.105221 0.0 0.1 0.0
H 1.108706 3.839950 0.918365 0.0 0.0 0.0
H 5.852052 -0.726342 0.333137 0.0 0.0 0.0
H 3.395456 -0.900729 2.234069 0.0 0.0 0.0
C -10.840467 7.403212 2.260191 0.0 0.0 0.0
O 0.629297 4.494444 -1.953619 0.0 0.0 0.0
O 6.130015 -3.474226 0.894031 0.0 0.0 0.0
H 2.958297 6.850719 -3.127721 0.0 0.0 0.0
H -1.825754 6.032930 -3.681383 0.0 0.0 0.0
H -5.744623 2.831753 3.088305 0.0 0.0 0.0
H 0.836420 -1.158591 -3.146357 0.0 0.0 0.0
C 2.252736 -8.461218 -0.267088 0.0 0.0 0.0
H -2.332312 5.269769 -5.195819 0.0 0.0 0.0
H 4.229463 -4.858947 1.740835 0.0 0.0 0.0
C -1.510707 5.781165 -4.692245 0.0 0.0 0.0
H 8.773191 -5.206494 2.064621 0.0 0.0 0.0
C -11.829499 6.304276 2.569648 -0.1 -0.1 0.0
H 4.604828 -5.873662 -5.461812 0.1 -0.1 0.0
P 4.793228 -6.134171 -3.277233 0.0 0.1 0.1
O 2.236051 0.351358 -0.106437 0.1 0.0 -0.1
O -6.012315 1.093702 1.992069 0.0 0.0 -0.1
H 7.096589 -0.154867 1.493637 0.0 0.0 0.0
H 1.667303 -7.946248 -1.024529 0.0 0.0 0.0
H 9.178922 -3.357751 3.727410 0.0 0.0 0.0
H -0.937478 2.766376 1.947392 0.0 0.0 0.0
H 4.038363 0.749139 1.990450 0.0 0.0 0.0
N 5.328614 -5.940978 -4.755644 -0.2 0.1 0.1
H 2.781873 -3.764612 -2.819000 0.0 0.0 0.0
C -0.657738 2.593388 0.908771 0.0 -0.1 0.0
C -4.329487 -0.720970 1.523868 0.0 0.0 0.0
S 1.825421 0.492404 1.260755 0.0 -0.1 0.0
C 1.788283 -1.244012 -3.673017 0.0 0.0 0.0
H -12.731777 2.918075 0.570778 0.0 0.0 0.0
H 1.965542 -0.286552 -4.166358 0.0 0.0 0.0
C 2.937463 -1.627793 -2.725940 -0.1 0.0 0.0
H 2.980933 -9.122976 -0.732089 0.0 0.0 0.0
H 1.656184 -1.990371 -4.460401 0.0 0.0 0.0
O 0.689702 -0.259093 1.704527 0.0 0.0 0.1
H 1.120392 2.602078 -0.334266 0.0 0.0 0.0
H -1.212651 3.285901 0.275137 0.0 0.0 0.0
O 3.798656 -7.868155 1.774497 0.0 0.0 0.0
H 2.574382 -1.618653 -1.696113 0.1 0.1 0.0
H -5.115950 -1.196921 0.944517 0.0 0.0 0.0
H 2.961800 -3.916539 0.962492 0.0 0.0 0.0
H 1.233918 -5.057016 2.437716 0.0 0.0 0.0
O 5.662832 -2.107404 2.892250 0.0 0.0 0.0
O 0.275882 6.916476 -2.218767 0.0 0.0 0.0
H -7.374739 2.145877 3.025858 0.0 0.0 0.0
H -7.568498 2.824289 0.616215 0.0 0.0 0.0
B 5.534125 -4.628564 -2.355713 0.0 0.0 -0.1
O 1.970752 -6.369946 1.112346 -0.1 -0.1 0.0
S 0.972524 5.727483 -2.601535 -0.1 -0.1 0.1
H 2.910027 0.412626 3.343196 0.0 0.0 0.0
H -11.161024 7.977181 1.391215 0.0 0.0 0.0
S -10.964244 4.383426 1.050504 0.1 0.0 0.1
C 3.241658 -4.427969 1.884988 0.0 0.2 0.0
O -9.926743 5.010796 0.290235 0.0 0.0 0.0
C -0.308044 4.868048 -4.690837 0.1 -0.1 0.0
H 3.224561 5.103542 -2.800233 0.0 0.0 0.0
O -10.598469 3.654706 2.230399 0.0 0.0 0.0
H 1.617802 -9.007614 0.424305 0.0 0.0 0.0
O 3.995409 -6.525938 -0.280090 0.0 0.0 -0.1
H -4.363925 -1.019412 2.567665 0.0 0.0 0.0
H -10.786399 8.072907 3.119783 0.0 0.0 0.0
H -3.352433 -0.933158 1.093743 0.0 0.0 0.0
O -3.652078 1.674985 2.344442 0.0 0.0 0.0
H -9.846321 7.006683 2.063611 0.0 0.0 0.0
C -11.937266 3.376770 -0.010709 0.0 0.0 0.0
H 2.910079 6.238228 -1.449970 0.0 0.0 0.0
H -0.950631 1.577941 0.647620 0.0 0.0 0.0
C 2.704137 6.006172 -2.492878 0.0 0.0 0.0
S -4.536969 1.021243 1.425249 0.1 0.1 0.0
H 3.306335 -3.691344 2.687006 0.0 0.0 0.0
O 0.888333 5.518572 -4.166486 -0.1 0.1 0.0
H 3.396742 -6.200099 -3.064163 0.0 0.0 0.0
O -12.082774 5.439027 1.424671 0.0 0.1 0.0
H -11.264620 2.621985 -0.412912 0.0 0.0 0.0
C 6.795643 -0.957849 0.826549 0.0 0.0 0.0
H 7.563797 -1.172772 0.088156 0.0 0.0 0.0
C 8.085152 -5.026974 2.890221 0.0 0.0 0.0
H 3.787576 -3.081309 -4.081859 0.0 0.0 0.0
H 7.461973 -3.370770 4.153076 0.0 0.0 0.0
H -5.978796 3.592394 0.701926 0.0 0.0 0.0
C 2.217539 -5.474980 2.237437 0.0 0.0 0.0
H 7.079568 -5.280088 2.559725 0.0 0.0 0.0
C 4.785015 -3.278018 -2.180346 0.1 -0.2 0.0
S 3.175705 -7.266536 0.633184 0.1 0.0 0.0
S 6.510125 -2.411074 1.772732 0.0 0.1 -0.1
O 1.649547 2.021153 1.593356 -0.1 0.0 0.1
H -0.011547 4.587458 -5.698814 0.0 0.0 0.0
H -7.323426 4.207008 1.681889 0.0 0.0 0.0
H 2.526551 -6.078665 3.090904 0.0 0.0 0.0
C 3.184821 0.163849 2.321796 0.1 0.0 0.0
H -11.505078 5.677301 3.400173 0.0 0.0 0.0
C -6.854255 3.307143 1.282568 0.0 0.0 0.0
C -6.498718 2.397001 2.432023 0.0 0.0 0.1
H 6.686814 -4.748353 -2.079721 0.0 0.0 0.1
C 8.181591 -3.596780 3.366042 0.0 0.1 0.0
H 8.354340 -5.684929 3.717793 0.0 0.0 0.0
C 0.815275 2.818932 0.686967 0.1 0.1 -0.1
H -0.478427 3.960998 -4.111296 0.0 0.0 0.0
C 3.539681 -2.998225 -3.017936 0.0 0.0 0.0
H 3.729554 -0.874074 -2.770001 0.0 0.0 0.0
O -4.514090 1.422160 0.051319 0.0 0.0 0.0
```
Positions in Å, forces in eV/Å.

=====

- Look up the frontier orbital gap of the second one.
  8.17 eV

=====

- Which of these has the highest calculated total energy?
  C22H61BNO18PS6

=====

- The lowest lowest unoccupied orbital energy belongs to which entry?
  C22H60O12S9